--- A ---
{"formula": "C28H42O21", "method": "ωB97M-V/def2-TZVPD", "species": ["C", "C", "C", "O", "C", "O", "O", "H", "H", "H", "H", "H", "H", "C", "C", "C", "O", "C", "O", "O", "H", "H", "H", "H", "H", "H", "C", "C", "C", "O", "C", "O", "O", "H", "H", "H", "H", "H", "H", "C", "C", "C", "O", "C", "O", "O", "H", "H", "H", "H", "H", "H", "C", "C", "C", "O", "C", "O", "O", "H", "H", "H", "H", "H", "H", "C", "C", "C", "O", "C", "O", "O", "H", "H", "H", "H", "H", "H", "C", "C", "C", "O", "C", "O", "O", "H", "H", "H", "H", "H", "H"], "coordinates": [[-1.919, 0.418, 1.653], [-1.204, -0.180, 0.465], [-1.819, -1.456, -0.105], [-1.967, -1.262, -1.503], [-1.680, 0.038, -1.782], [-1.787, 0.476, -2.889], [-1.311, 0.690, -0.671], [-2.788, 1.025, 1.397], [-1.279, 1.039, 2.277], [-2.269, -0.375, 2.317], [-0.159, -0.413, 0.668], [-2.772, -1.842, 0.279], [-1.197, -2.339, 0.085], [-1.193, 3.806, -4.189], [0.170, 3.716, -3.517], [0.200, 2.867, -2.201], [1.177, 1.909, -2.519], [1.836, 2.181, -3.640], [2.888, 1.736, -3.972], [1.153, 3.096, -4.334], [-1.894, 4.324, -3.539], [-1.485, 2.768, -4.365], [-1.108, 4.327, -5.141], [0.473, 4.735, -3.262], [-0.751, 2.399, -1.987], [0.442, 3.531, -1.373], [-2.091, -4.925, 4.945], [-2.624, -4.896, 3.545], [-2.028, -3.917, 2.468], [-1.675, -4.783, 1.407], [-1.890, -6.074, 1.705], [-1.654, -7.008, 1.013], [-2.361, -6.185, 2.954], [-2.648, -5.630, 5.560], [-2.067, -3.955, 5.442], [-1.060, -5.292, 4.969], [-3.715, -4.839, 3.581], [-1.197, -3.402, 2.945], [-2.859, -3.302, 2.138], [1.772, 2.384, 3.778], [1.754, 3.370, 2.617], [0.352, 3.411, 1.916], [-0.023, 4.758, 1.937], [0.845, 5.479, 2.670], [0.696, 6.638, 2.885], [1.868, 4.717, 3.080], [2.790, 2.341, 4.163], [1.490, 1.409, 3.383], [1.050, 2.734, 4.512], [2.464, 3.133, 1.829], [-0.373, 2.728, 2.361], [0.549, 3.042, 0.909], [5.060, -2.040, -1.690], [4.161, -0.828, -1.743], [2.665, -1.068, -1.922], [2.055, -0.405, -0.834], [2.965, 0.191, -0.064], [2.753, 0.908, 0.858], [4.226, -0.144, -0.464], [5.193, -2.520, -2.657], [4.660, -2.737, -0.951], [6.035, -1.697, -1.344], [4.548, -0.093, -2.450], [2.441, -2.138, -1.923], [2.288, -0.694, -2.873], [-3.947, 0.139, -5.986], [-4.885, 0.996, -5.174], [-4.948, 0.592, -3.687], [-5.066, 1.820, -2.977], [-4.739, 2.821, -3.815], [-4.630, 3.960, -3.505], [-4.508, 2.372, -5.062], [-2.934, 0.234, -5.597], [-3.920, 0.445, -7.033], [-4.319, -0.885, -5.969], [-5.914, 1.006, -5.548], [-4.158, -0.107, -3.414], [-5.898, 0.080, -3.502], [4.416, -1.903, 2.014], [3.439, -1.992, 3.178], [3.657, -1.102, 4.434], [2.346, -0.582, 4.638], [1.529, -0.869, 3.627], [0.376, -0.595, 3.562], [2.146, -1.664, 2.729], [4.347, -0.938, 1.512], [4.069, -2.659, 1.303], [5.451, -2.163, 2.224], [3.545, -2.990, 3.618], [4.368, -0.284, 4.289], [4.005, -1.617, 5.327]], "lumo_energy_ev": 0.1, "spin_multiplicity": 1, "smiles": "C[C@H]1COC(=O)O1.C[C@H]1COC(=O)O1.C[C@H]1COC(=O)O1.C[C@H]1COC(=O)O1.C[C@H]1COC(=O)O1.C[C@H]1COC(=O)O1.C[C@H]1COC(=O)O1", "charge": 0, "homo_lumo_gap_ev": 10.805}



--- B ---
{"formula": "C28H42O21", "method": "ωB97M-V/def2-TZVPD", "species": ["C", "C", "C", "O", "C", "O", "O", "H", "H", "H", "H", "H", "H", "C", "C", "C", "O", "C", "O", "O", "H", "H", "H", "H", "H", "H", "C", "C", "C", "O", "C", "O", "O", "H", "H", "H", "H", "H", "H", "C", "C", "C", "O", "C", "O", "O", "H", "H", "H", "H", "H", "H", "C", "C", "C", "O", "C", "O", "O", "H", "H", "H", "H", "H", "H", "C", "C", "C", "O", "C", "O", "O", "H", "H", "H", "H", "H", "H", "C", "C", "C", "O", "C", "O", "O", "H", "H", "H", "H", "H", "H"], "coordinates": [[5.696, 4.464, 1.940], [4.737, 4.159, 0.794], [4.438, 5.417, -0.115], [4.366, 4.792, -1.382], [5.231, 3.705, -1.335], [5.555, 2.981, -2.288], [5.397, 3.342, -0.148], [5.805, 3.573, 2.557], [5.371, 5.355, 2.478], [6.636, 4.775, 1.483], [3.823, 3.693, 1.163], [5.058, 6.284, 0.114], [3.467, 5.773, 0.229], [3.591, -7.028, 2.113], [2.334, -7.427, 1.352], [1.016, -6.623, 1.495], [0.921, -5.974, 0.258], [1.723, -6.545, -0.633], [1.664, -6.419, -1.839], [2.677, -7.224, -0.015], [4.487, -7.630, 1.962], [3.418, -6.661, 3.125], [3.891, -6.043, 1.757], [2.153, -8.501, 1.358], [1.105, -5.794, 2.198], [0.120, -7.174, 1.781], [2.065, -1.245, -8.755], [0.737, -1.898, -8.905], [0.522, -3.340, -8.430], [-0.678, -3.407, -7.755], [-0.962, -2.154, -7.385], [-1.785, -1.877, -6.494], [-0.201, -1.293, -8.039], [1.765, -0.257, -9.104], [2.895, -1.627, -9.349], [2.360, -1.316, -7.708], [0.328, -1.935, -9.914], [1.382, -3.615, -7.819], [0.655, -4.032, -9.262], [-5.113, -5.522, 6.143], [-3.671, -4.794, 6.242], [-3.456, -3.946, 7.529], [-2.442, -4.672, 8.146], [-1.991, -5.698, 7.398], [-1.036, -6.427, 7.709], [-2.785, -5.820, 6.346], [-5.224, -6.086, 5.217], [-5.901, -4.769, 6.144], [-5.255, -6.125, 7.040], [-3.360, -4.175, 5.401], [-4.394, -3.791, 8.061], [-3.132, -2.981, 7.141], [1.912, 1.363, 7.052], [2.659, 0.266, 7.605], [2.079, -1.057, 7.033], [2.997, -1.379, 6.047], [4.263, -0.768, 6.378], [5.398, -0.993, 6.068], [4.015, 0.275, 7.225], [1.810, 2.244, 7.686], [0.920, 1.080, 6.699], [2.427, 1.718, 6.160], [2.625, 0.255, 8.694], [1.094, -0.805, 6.641], [1.847, -1.778, 7.816], [-6.338, 6.647, -6.031], [-5.147, 7.489, -5.593], [-5.253, 8.937, -6.081], [-5.013, 9.667, -4.761], [-4.689, 8.857, -3.883], [-4.258, 9.129, -2.761], [-5.210, 7.652, -4.244], [-6.202, 5.633, -5.655], [-6.487, 6.496, -7.100], [-7.385, 6.920, -5.896], [-4.198, 6.986, -5.783], [-6.267, 9.143, -6.422], [-4.469, 9.210, -6.788], [-2.373, 2.864, -2.332], [-2.000, 1.417, -1.844], [-0.485, 1.208, -1.819], [-0.158, 0.330, -0.837], [-1.077, 0.403, 0.078], [-1.013, -0.041, 1.226], [-2.064, 1.297, -0.405], [-1.871, 3.100, -3.270], [-2.368, 3.772, -1.730], [-3.424, 2.661, -2.537], [-2.428, 0.543, -2.335], [0.201, 2.018, -1.575], [-0.069, 0.771, -2.727]], "lumo_energy_ev": 0.2, "spin_multiplicity": 1, "smiles": "C[C@H]1COC(=O)O1.C[C@H]1COC(=O)O1.C[C@H]1COC(=O)O1.C[C@H]1COC(=O)O1.C[C@H]1COC(=O)O1.C[C@H]1COC(=O)O1.C[C@H]1COC(=O)O1", "charge": 0, "homo_lumo_gap_ev": 10.653}



Which is the most stable structure? A is the most stable.



--- A ---
{"formula": "C2H2ClN3O", "method": "ωB97M-V/def2-TZVPD", "species": ["C", "C", "N", "N", "N", "O", "Cl", "H", "H"], "coordinates": [[-0.263, -1.422, 0.207], [1.630, -0.350, 0.101], [1.095, -1.522, 0.190], [-0.867, -0.285, 0.099], [0.774, 0.701, 0.003], [0.765, 1.958, 0.482], [3.294, -0.287, -0.118], [-1.035, -2.345, 0.107], [0.159, 2.582, -0.188]], "lumo_energy_ev": [0.1, 0.1], "spin_multiplicity": 1, "charge": 0, "homo_lumo_gap_ev": [9.716, 9.715]}



--- B ---
{"formula": "C2H2ClN3O", "method": "ωB97M-V/def2-TZVPD", "species": ["C", "C", "N", "N", "N", "O", "Cl", "H", "H"], "coordinates": [[-1.176, -0.313, 0.205], [1.368, 0.345, -0.888], [-1.080, -1.195, -0.533], [-1.450, 0.642, 1.119], [2.063, -0.648, -0.886], [0.728, 1.318, -1.017], [1.682, -2.203, -0.494], [-0.704, 0.522, 1.756], [-1.431, 1.532, 0.738]], "lumo_energy_ev": 0.2, "spin_multiplicity": 1, "smiles": "O=C=NCl.N#CN", "charge": 0, "homo_lumo_gap_ev": 10.472}



Which is the most stable structure? B is the most stable.



--- A ---
{"formula": "C6H24IN12O6", "method": "ωB97M-V/def2-TZVPD", "species": ["I", "C", "O", "N", "N", "H", "H", "H", "H", "C", "O", "N", "N", "H", "H", "H", "H", "C", "O", "N", "N", "H", "H", "H", "H", "C", "O", "N", "N", "H", "H", "H", "H", "C", "O", "N", "N", "H", "H", "H", "H", "C", "O", "N", "N", "H", "H", "H", "H"], "coordinates": [[-0.200, 0.513, -0.848], [-0.325, -4.074, 0.240], [0.557, -3.699, 0.997], [-0.903, -3.348, -0.793], [-1.233, -5.010, 0.618], [-1.789, -3.630, -1.159], [-0.657, -2.369, -0.745], [-1.850, -5.364, -0.088], [-1.208, -5.363, 1.560], [3.971, 1.632, -1.535], [5.036, 1.949, -2.097], [3.200, 0.625, -1.915], [3.413, 2.415, -0.594], [2.228, 0.497, -1.658], [3.537, 0.158, -2.741], [3.869, 3.247, -0.269], [2.535, 2.057, -0.254], [-3.744, -0.576, -3.253], [-4.789, -0.868, -3.828], [-2.630, -1.299, -3.405], [-3.612, 0.458, -2.380], [-1.765, -0.970, -3.003], [-2.663, -2.215, -3.814], [-2.712, 0.707, -1.999], [-4.324, 1.156, -2.261], [2.904, -1.723, 1.884], [3.302, -2.391, 2.839], [3.578, -1.738, 0.685], [1.852, -0.894, 1.942], [4.398, -2.301, 0.560], [3.131, -1.378, -0.142], [1.427, -0.600, 1.073], [1.313, -1.108, 2.767], [-2.038, 0.194, 3.275], [-2.384, 0.149, 4.448], [-1.289, 1.128, 2.657], [-2.306, -0.853, 2.441], [-0.898, 1.865, 3.219], [-1.261, 1.244, 1.657], [-2.827, -1.570, 2.915], [-1.949, -0.892, 1.501], [-0.182, 4.807, 0.092], [-0.268, 6.021, -0.076], [-1.117, 3.883, -0.279], [0.899, 4.236, 0.607], [-1.953, 4.160, -0.758], [-1.009, 3.005, 0.207], [1.180, 3.272, 0.649], [1.550, 4.856, 1.062]], "lumo_energy_ev": 2.2, "spin_multiplicity": 1, "charge": -1, "homo_lumo_gap_ev": 8.994}



--- B ---
{"formula": "C6H24IN12O6", "method": "ωB97M-V/def2-TZVPD", "species": ["I", "C", "O", "N", "N", "H", "H", "H", "H", "C", "O", "N", "N", "H", "H", "H", "H", "C", "O", "N", "N", "H", "H", "H", "H", "C", "O", "N", "N", "H", "H", "H", "H", "C", "O", "N", "N", "H", "H", "H", "H", "C", "O", "N", "N", "H", "H", "H", "H"], "coordinates": [[0.452, 0.244, -0.213], [4.253, 3.198, 0.406], [5.024, 2.259, 0.338], [2.950, 3.016, 0.058], [4.466, 4.427, 0.964], [2.326, 3.728, -0.284], [2.502, 2.116, 0.148], [3.857, 5.186, 0.714], [5.459, 4.571, 1.086], [-1.013, -2.470, 3.630], [-0.177, -3.336, 3.346], [-1.840, -2.531, 4.675], [-1.217, -1.345, 2.890], [-1.669, -3.416, 5.132], [-2.524, -1.870, 4.983], [-2.129, -0.965, 3.060], [-0.627, -1.195, 2.088], [-2.107, -3.333, -2.135], [-2.610, -4.154, -2.884], [-1.102, -2.439, -2.345], [-2.697, -2.957, -0.951], [-1.055, -1.704, -1.664], [-0.787, -2.315, -3.293], [-3.483, -3.519, -0.663], [-2.438, -2.246, -0.289], [-4.052, 0.075, 0.628], [-3.558, -0.927, 1.116], [-5.391, 0.362, 0.724], [-3.386, 1.022, -0.051], [-5.716, 1.252, 0.399], [-5.976, -0.400, 1.017], [-3.625, 1.999, -0.044], [-2.427, 0.906, -0.354], [0.247, 3.829, -2.279], [0.050, 5.062, -2.364], [-0.756, 3.058, -1.806], [1.238, 3.207, -2.915], [-1.615, 3.469, -1.495], [-0.602, 2.065, -1.653], [1.251, 2.212, -3.066], [2.079, 3.712, -3.132], [3.789, -2.987, -0.607], [4.085, -4.158, -0.809], [4.115, -2.312, 0.538], [2.828, -2.302, -1.249], [3.797, -1.360, 0.603], [4.653, -2.665, 1.307], [2.657, -1.310, -1.214], [2.507, -2.757, -2.091]], "lumo_energy_ev": 2.2, "spin_multiplicity": 1, "charge": -1, "homo_lumo_gap_ev": 7.987}



Which is the most stable structure? A is the most stable.